C14H22ClF4IN4O6S2 | the ωB97M-V functional and the def2-TZVPD basis

Calculated values
HOMO energy, eV: -7.57
LUMO level, eV: -2.977
HOMO-LUMO gap, eV: 4.598

```
! wB97M-V def2-TZVPD RIJCOSX def2/J DEFGRID3
* xyz 0 1
I 4.51 -3.68 3.17
Cl 1.34 0.67 -3.81
S -2.78 5.03 -2.02
S 0.80 -1.36 -3.89
F -1.42 6.62 -3.76
F -3.56 7.05 -3.66
F -2.85 5.28 -4.73
F 3.49 1.58 3.27
O -2.53 5.98 -0.93
O -4.14 4.48 -2.02
O 0.10 -1.74 -5.22
O 2.10 -2.18 -3.68
O 3.55 -0.11 1.40
O -1.74 3.99 -2.13
N 0.59 -2.12 1.88
N -0.10 -3.05 1.06
N 2.04 -4.23 1.61
N 2.88 -2.37 2.96
C 0.15 0.29 0.89
C -2.65 6.03 -3.60
C 2.99 -1.07 3.70
C -0.29 -1.68 -2.36
C -1.46 -2.94 0.41
C 1.15 2.70 1.45
C 1.86 -2.85 2.19
C 0.71 -4.35 0.86
C -0.48 -3.30 -2.16
C 3.35 0.21 2.68
C -0.22 1.79 1.45
C 0.02 -0.76 2.18
C -1.34 2.60 0.57
C -1.60 -3.72 -1.03
H 0.57 -3.78 -1.92
H 2.07 -0.82 4.41
H 3.93 -1.13 4.43
H 0.42 -5.29 0.22
H 0.38 -0.26 3.17
H -0.64 1.68 2.54
H 1.41 2.91 2.59
H -1.85 -1.82 0.31
H 2.07 2.08 1.03
H -1.30 -1.09 -2.40
H -2.23 -3.46 1.15
H -2.66 -3.41 -1.47
H -0.66 0.00 0.07
H -1.66 -4.90 -0.91
H 1.08 3.70 0.85
H 1.19 0.21 0.34
H -2.39 2.49 1.13
H -1.39 2.27 -0.55
H -1.13 3.77 0.58
H -0.87 -3.75 -3.19
H 0.36 -1.29 -1.45
H -1.16 -0.91 2.30
*
```


C10H23N9NiO6 | the ωB97M-V functional and the def2-TZVPD basis

Calculated values
HOMO energy (spin up / spin down), eV: -5.46 / -8.35
LUMO level (spin up / spin down), eV: -0.350 / -0.370
HOMO-LUMO gap (spin up / spin down), eV: 5.111 / 7.985
<S²>: 2.093

```
! wB97M-V def2-TZVPD RIJCOSX def2/J DEFGRID3
* xyz 0 3
Ni -0.07 0.08 -0.05
O -1.80 -0.33 2.19
O -0.56 0.50 -4.10
O 0.25 -1.76 -2.26
O -4.47 2.46 -0.33
O -0.72 1.96 2.05
O 1.56 0.64 -2.24
N 1.73 -0.89 2.51
N -0.35 -1.48 -1.08
N 1.66 -0.91 1.15
N 2.77 -1.67 2.78
N 0.01 1.67 1.01
N 3.45 -2.13 1.70
N 1.11 1.08 -1.12
N 3.35 -1.65 4.04
N -1.28 -0.83 1.07
C -1.48 -3.71 -1.27
C -1.52 1.12 -3.23
C 1.51 2.30 -0.63
C 2.40 3.17 -1.43
C 1.16 3.80 1.47
C 0.92 2.60 0.62
C 2.67 -1.66 0.71
C -1.67 -2.08 0.72
C -1.14 -2.44 -0.57
C -2.53 -2.94 1.57
H 2.61 -1.56 4.73
H 2.42 4.18 -1.02
H -1.93 -3.65 2.17
H 3.43 2.79 -1.42
H 2.07 3.20 -2.47
H 2.86 -1.87 -0.33
H -1.38 0.64 2.21
H -1.95 0.38 -2.54
H -4.38 1.51 -0.49
H -3.12 -2.33 2.26
H 1.97 4.41 1.07
H -3.56 2.79 -0.37
H 1.42 3.51 2.50
H -2.33 1.60 -3.81
H -0.99 1.90 -2.68
H 0.73 -0.90 -2.48
H 0.24 4.40 1.52
H -2.56 -3.75 -1.49
H 3.93 -2.47 4.14
H -1.04 0.21 -4.89
H -0.93 -3.80 -2.21
H -3.21 -3.53 0.95
H -1.25 -4.58 -0.63
*
```


C6H9CuF2NO5S2 | the ωB97M-V functional and the def2-TZVPD basis

Calculated values
HOMO energy (spin up / spin down), eV: -12.36 / -13.23
LUMO level (spin up / spin down), eV: -5.211 / -6.214
HOMO-LUMO gap (spin up / spin down), eV: 7.149 / 7.014
<S²>: 2.007

```
! wB97M-V def2-TZVPD RIJCOSX def2/J DEFGRID3
* xyz 1 3
Cu -0.22 0.56 1.66
S 1.99 1.69 0.43
S 4.33 1.24 -0.97
F 0.75 2.09 -1.78
F 1.10 0.03 -1.49
O -1.12 2.18 1.22
O -1.51 -0.10 -0.02
O 5.60 0.53 -0.79
O -0.65 -2.41 1.34
O 1.66 1.04 1.77
N 3.24 0.63 -0.06
C 0.45 -1.79 1.80
C 0.65 1.12 -0.85
C -1.87 -1.41 -0.51
C -1.82 2.19 0.04
C -0.84 -2.42 -0.07
C -1.46 1.00 -0.80
H 1.29 -1.66 1.12
H 0.65 -1.97 2.86
H -2.92 2.15 0.16
H 0.12 -2.20 -0.56
H -1.19 -3.42 -0.36
H -1.85 0.89 -1.82
H -1.92 -1.39 -1.61
H -2.86 -1.63 -0.09
H -1.61 3.08 -0.60
*
```


C4H9O | the ωB97M-V functional and the def2-TZVPD basis

Calculated values
Relative energy (zero: lowest compared OMol25 entry of this formula, charge and spin), eV: 0.974
HOMO energy, eV: -2.17
LUMO level, eV: 3.935
HOMO-LUMO gap, eV: 6.101

```
! wB97M-V def2-TZVPD RIJCOSX def2/J DEFGRID3
* xyz -1 1
O -1.44 0.26 1.53
C 0.35 -0.92 -0.56
C -2.38 1.21 1.67
C 2.58 -0.59 -1.69
C 1.46 -0.12 -1.16
H -2.93 1.57 0.76
H 2.73 -1.64 -1.91
H -3.14 0.93 2.44
H 3.38 0.09 -1.98
H 0.65 -1.89 -0.16
H -0.45 -1.07 -1.28
H 1.32 0.95 -1.01
H -0.10 -0.38 0.30
H -1.99 2.18 2.07
*
```


no.,F_max (Eh/bohr),E_tot (a.u.)
1,0.188,-3170.35844
2,0.069,-2847.09372
3,0.057,-3301.03126
4,0.020,-232.98317